Entry 1:
Entry from the OMol25 dataset: C37H33BGeN10Sn as an isolated structure (ωB97M-V with the def2-TZVPD basis set).

```
! RIJCOSX wB97M-V def2-TZVPD def2/J DEFGRID3
* xyz 4 1
Sn 0.0320 0.1315 -0.3149
C -1.8920 -3.7606 -0.8239
C -1.7773 -2.3986 -1.0581
N -0.5618 -1.9659 -0.7002
N 0.1185 -3.0294 -0.2019
C -0.6755 -4.1152 -0.2792
B 1.4958 -2.8258 0.5085
N 2.4315 -1.9756 -0.4024
C 3.7105 -2.1227 -0.8068
C 4.1268 -0.9676 -1.4334
C 3.0291 -0.1244 -1.3727
N 2.0097 -0.7254 -0.7560
N 1.2649 -2.0215 1.8056
C 1.6279 -2.2100 3.0961
C 1.1517 -1.1644 3.8512
C 0.4994 -0.3433 2.9362
N 0.5707 -0.8591 1.7097
N 2.0642 -4.2356 0.8949
C 1.5668 -5.0310 1.7956
C 2.4503 -6.1781 1.9075
C 3.4794 -5.9084 0.9707
N 3.2441 -4.7962 0.3324
H -2.7345 -4.4018 -1.0187
H -2.5043 -1.7123 -1.4678
H -0.3461 -5.0933 0.0276
H 4.2543 -3.0324 -0.6277
H 5.0953 -0.7725 -1.8598
H 2.9287 0.8890 -1.7307
H 2.2180 -3.0542 3.4123
H 1.2734 -1.0131 4.9097
H -0.0166 0.5890 3.1080
H 0.6558 -4.8214 2.3394
H 2.3003 -7.0687 2.5019
H 4.3403 -6.5124 0.7247
N 0.0385 -0.2927 -5.2385
C -0.3029 -0.5298 -3.9824
N 0.0613 0.4561 -3.1275
C 0.6637 1.3718 -3.9041
C 1.2345 2.6444 -3.5446
C 1.8124 3.3946 -4.5356
C 1.8365 2.9313 -5.8609
C 1.2620 1.6714 -6.2482
C 0.6853 0.9436 -5.2585
H -0.1255 -0.9035 -6.0297
H -0.8235 -1.4274 -3.6821
H 1.2052 2.9896 -2.5193
H 2.2561 4.3532 -4.3042
H 2.3000 3.5400 -6.6279
H 1.3077 1.3384 -7.2779
C 0.3155 5.6731 3.1261
C -1.0024 5.5252 3.5437
C -1.9391 4.9593 2.6940
C -1.5466 4.5467 1.4137
C -0.2177 4.7112 0.9913
C 0.7114 5.2655 1.8549
Ge -2.7908 3.7720 0.2479
C -4.1803 2.7229 0.9409
C -5.3818 2.5415 0.2399
C -6.3483 1.6944 0.7546
C -6.1216 1.0327 1.9578
C -4.9295 1.2045 2.6525
C -3.9583 2.0607 2.1573
C -2.4827 3.7936 -1.6238
C -1.8024 4.8583 -2.2265
C -1.6586 4.8895 -3.6065
C -2.1921 3.8659 -4.3836
C -2.8784 2.8107 -3.7911
C -3.0275 2.7724 -2.4122
H 1.0393 6.1224 3.7931
H -1.3033 5.8617 4.5267
H -2.9681 4.8646 3.0192
H 0.0807 4.4180 -0.0092
H 1.7372 5.4008 1.5388
H -5.5794 3.0818 -0.6781
H -7.2842 1.5620 0.2288
H -6.8943 0.3981 2.3717
H -4.7714 0.6944 3.5934
H -3.0501 2.2343 2.7228
H -1.4190 5.6785 -1.6310
H -1.1714 5.7333 -4.0782
H -2.1028 3.9115 -5.4623
H -3.3424 2.0504 -4.4075
H -3.5925 1.9699 -1.9519
*
```

The calculation puts the max |F| at 0.70 eV/Å. As for the total energy: -4292.0334 a.u.

Entry 2:
Entry from the OMol25 dataset: C26H64AsCaF6O20S6 as an isolated structure (ωB97M-V with the def2-TZVPD basis set).

```
! RIJCOSX wB97M-V def2-TZVPD def2/J DEFGRID3
* xyz 1 1
Ca 9.5395 17.7498 9.5914
As 4.8564 14.0222 13.2969
F 6.1703 14.2441 14.5110
F 5.6990 12.5613 12.6922
F 3.5642 13.8494 12.0763
F 4.1440 15.5372 13.9724
F 5.9442 14.9614 12.1305
F 3.8902 12.9720 14.3797
C 1.9962 15.1488 4.7531
C 0.9789 14.0667 4.9201
C 1.8138 12.7796 5.0753
O 3.1875 13.2737 5.1584
C 3.2532 14.6742 5.4194
H 1.6347 16.0430 5.2608
H 2.2809 15.3039 3.7124
H 0.2666 13.9187 4.1085
H 0.2909 14.1745 5.7586
H 1.6069 12.0827 4.2631
H 1.4308 12.2460 5.9451
H 4.1596 15.1288 5.0195
H 3.2234 14.8280 6.4981
C -3.0488 11.6772 18.5768
C -2.1880 11.5104 17.3602
C -1.5905 10.1293 17.4602
O -2.0462 9.5200 18.6319
C -3.2347 10.2188 19.1248
H -4.0367 12.0378 18.2902
H -2.6035 12.4248 19.2331
H -1.4559 12.3159 17.3026
H -2.6857 11.6583 16.4018
H -0.5047 10.2216 17.4391
H -1.8417 9.5439 16.5757
H -3.3157 10.2206 20.2118
H -4.1026 9.7192 18.6943
O 13.2709 14.0005 15.2147
S 13.2848 13.4009 13.8823
O 12.6744 14.0323 12.7088
O 14.8463 13.0123 13.4952
C 15.7630 12.6161 14.4498
C 17.1258 12.7138 13.9078
C 12.6077 11.6349 13.9845
H 15.5903 11.5781 14.7342
H 15.6248 13.2391 15.3335
H 17.9034 12.5895 14.6614
H 17.2658 13.7042 13.4747
H 17.1904 11.9637 13.1196
H 11.5389 11.7692 14.1512
H 13.0266 11.0964 14.8346
H 12.8323 11.1699 13.0245
O 7.6897 20.1058 14.5862
S 7.5448 20.8265 15.8686
O 7.7030 22.2898 15.8773
O 6.0485 20.4246 16.4950
C 5.7187 21.0205 17.7544
C 4.2281 20.7410 17.9481
C 8.6344 20.0495 17.2374
H 5.9520 22.0838 17.8103
H 6.2161 20.5934 18.6251
H 4.1267 19.6981 18.2484
H 3.6572 20.9046 17.0341
H 3.7565 21.4113 18.6666
H 8.6945 20.7633 18.0589
H 9.6168 19.7316 16.8881
H 8.1015 19.1650 17.5863
O 9.8100 12.7028 7.5758
S 10.0776 11.3320 7.0393
O 10.2075 11.2446 5.5961
O 11.4320 10.7159 7.7515
C 12.1778 9.7037 7.0663
C 13.5044 9.4395 7.8523
C 8.8401 10.1088 7.5994
H 12.4513 10.0802 6.0807
H 11.7226 8.7406 6.8353
H 13.2578 9.3659 8.9115
H 14.0633 10.3736 7.7950
H 14.0746 8.6165 7.4215
H 8.4978 9.5184 6.7495
H 7.9616 10.6117 8.0036
H 9.2882 9.5060 8.3892
O 8.3599 15.1034 23.0360
S 7.5273 14.2439 22.1973
O 6.6209 13.2230 22.6860
O 6.5627 15.3110 21.3211
C 5.6827 14.7606 20.3754
C 4.2510 14.4790 20.9886
C 8.6261 13.6737 20.8328
H 6.0639 13.9153 19.8025
H 5.5410 15.4078 19.5099
H 4.2451 13.5886 21.6173
H 3.4848 14.1496 20.2869
H 3.8922 15.3203 21.5815
H 8.8805 14.5192 20.1936
H 8.0889 12.9906 20.1748
H 9.4783 13.1721 21.2914
O 2.9342 4.3567 11.7816
S 2.9498 5.7220 11.2733
O 3.5022 6.0538 9.9511
O 1.4416 6.4215 11.3863
C 1.1728 7.7540 11.0988
C -0.3021 7.8214 10.8030
C 3.8911 6.7085 12.5036
H 1.8694 8.0754 10.3244
H 1.3446 8.3998 11.9598
H -0.8651 7.6381 11.7182
H -0.6569 7.0173 10.1583
H -0.6108 8.8181 10.4878
H 3.5385 6.3143 13.4567
H 3.5027 7.7097 12.3168
H 4.9471 6.6183 12.2491
O 3.2239 22.1707 8.5218
S 3.9006 21.6867 9.7442
O 4.9315 20.6555 9.6923
O 4.4604 22.9548 10.7166
C 3.6659 24.0927 10.9881
C 3.6283 24.4509 12.4790
C 2.5699 21.1788 10.9685
H 2.6929 23.9853 10.5086
H 3.9527 25.0019 10.4597
H 3.2386 23.6459 13.1020
H 2.9137 25.2566 12.6472
H 4.6360 24.6494 12.8440
H 3.0614 21.1970 11.9412
H 2.2358 20.1647 10.7492
H 1.7933 21.9395 10.8894
*
```

The calculation puts the max |F| at 3.97 eV/Å. As for the total energy: -8434.9595 a.u.

Entry 3:
Entry from the OMol25 dataset: a 2-piece molecular cluster, C6H13NO overall (ωB97M-V with the def2-TZVPD basis set).

```
! RIJCOSX wB97M-V def2-TZVPD def2/J DEFGRID3
* xyz -1 2
O -2.4633 -0.7489 -0.8312
C -1.8995 -1.0980 0.2328
N -0.8779 -0.6146 0.9010
C -0.2222 0.5018 0.1952
C 1.2522 0.8359 0.3625
C 2.1435 0.5547 -0.7372
C 2.5071 -1.1187 -0.6296
C -1.0720 1.7597 0.1863
H -2.3033 -1.9970 0.7564
H 1.6167 -0.7422 3.1462
H -0.1175 0.0692 -0.8174
H 1.7259 -1.3872 2.7943
H 1.4684 1.2874 1.3271
H 1.7060 0.6546 -1.7286
H 3.1622 0.9261 -0.6905
H 2.2906 -1.7211 -1.5060
H 3.5431 -1.1514 -0.3072
H 1.7982 -1.3147 0.1695
H -1.1045 2.2930 1.1476
H -0.5811 2.5092 -0.4490
H -2.1121 1.5787 -0.0670
*
```

The calculation puts the max |F| at 3.34 eV/Å. As for the total energy: -366.2987 a.u.